[1]
Computed, not measured: a molecular structure, C4H8N2O, with wB97M-V/def2-TZVPD.

Element x y z (Å)
C 2.095 0.473 0.325
N 0.963 -0.109 -0.364
O 0.372 -1.040 0.522
H 1.889 0.642 1.391
H 2.933 -0.233 0.278
H 2.376 1.419 -0.144
C -0.424 0.836 -0.587
C -0.915 -1.082 -0.049
C -1.940 -1.214 0.849
N -0.931 1.200 -1.699
H -0.275 1.720 -2.287
H -0.483 1.464 0.316
H -0.935 -1.508 -1.051
H -2.600 -0.410 1.151
H -2.125 -2.158 1.347

## Properties
net charge: 0
orbital gap (alpha / beta): 7.746 / 7.140 eV
2S+1: 1
HOMO (alpha / beta): -8.1 / -8.3 eV
energy relative to the best compared isomer or geometry (same formula, charge and spin): 217.7 kcal per mole


[2]
Computed, not measured: a single C3H6N2OS molecule, with wB97M-V/def2-TZVPD.

Element x y z (Å)
O 1.770 2.909 -1.544
S 1.599 2.896 -0.097
C 1.190 1.378 0.249
N 0.157 0.799 -0.420
N 1.390 0.646 1.448
C -0.370 -0.382 0.365
C 0.347 -0.296 1.674
H -0.440 1.365 -1.014
H 2.330 0.223 1.530
H -0.170 -1.278 -0.191
H -1.378 -0.231 0.508
H 0.812 -1.223 1.876
H -0.359 0.073 2.495

## Properties
net charge: 0
orbital gap: 7.774 eV
2S+1: 1
HOMO: -7.3 eV
energy relative to the best compared isomer or geometry (same formula, charge and spin): 76.2 kcal per mole


[3]
Computed, not measured: a gas-phase ion, C7H14BrN2O (charge +1), with wB97M-V/def2-TZVPD.

Element x y z (Å)
C -1.156 1.360 -1.427
C -0.589 1.126 -0.093
C -1.207 2.014 1.103
N -0.775 -0.351 0.307
C 0.595 -1.061 0.072
C 0.714 -1.824 -1.226
C 0.751 -1.983 1.321
N 1.588 0.197 0.106
Br 3.329 -0.204 0.127
C 0.988 1.387 0.026
O 1.429 2.503 0.032
H -2.238 1.160 -1.578
H -0.754 0.892 -2.379
H -0.926 2.407 -1.674
H -1.139 1.379 2.004
H -2.266 2.209 1.008
H -0.529 2.879 1.256
H -0.999 -0.556 1.335
H -1.489 -0.790 -0.387
H 0.667 -1.096 -2.133
H 0.026 -2.528 -1.420
H 1.669 -2.134 -1.293
H 1.799 -2.022 1.843
H 0.540 -2.929 0.930
H -0.030 -2.034 2.139

## Properties
net charge: +1
orbital gap: 10.205 eV
2S+1: 1
structure (SMILES): CC1(C)[NH2+]C(C)(C)N(Br)C1=O
HOMO: -13.4 eV
energy relative to the best compared isomer or geometry (same formula, charge and spin): 19.3 kcal per mole


[4]
Computed, not measured: a molecular structure, C66H68N7O3PSZr, with wB97M-V/def2-TZVPD.

Element x y z (Å)
Zr 0.075 -0.391 -0.148
C 3.338 3.268 4.062
N 3.083 2.424 2.915
C 4.282 2.016 2.223
C 1.856 1.869 2.698
N 1.604 0.814 2.008
C 2.474 -0.134 1.491
C 3.037 -1.174 2.227
C 3.726 -2.188 1.578
C 3.870 -2.176 0.201
C 3.322 -1.145 -0.551
C 2.635 -0.113 0.078
N 1.869 0.885 -0.565
C 2.204 2.063 -0.988
N 3.477 2.494 -1.241
C 4.495 1.601 -1.744
C 3.910 3.845 -0.960
N 1.207 2.985 -1.160
C 1.215 3.904 -2.283
C -0.121 2.650 -0.680
N 0.754 2.568 3.179
C 0.052 2.086 4.347
C 0.609 3.982 2.926
H 3.629 4.275 3.746
H 4.154 2.842 4.653
H 2.463 3.332 4.700
H 4.800 1.202 2.739
H 4.955 2.874 2.171
H 4.047 1.695 1.215
H 2.897 -1.201 3.297
H 4.146 -2.999 2.154
H 4.406 -2.969 -0.299
H 3.448 -1.137 -1.626
H 4.027 0.823 -2.343
H 5.085 1.133 -0.948
H 5.169 2.171 -2.386
H 3.133 4.378 -0.419
H 4.153 4.397 -1.873
H 4.810 3.812 -0.339
H 1.076 4.932 -1.941
H 2.146 3.836 -2.836
H 0.407 3.658 -2.975
H -0.723 3.559 -0.731
H -0.602 1.856 -1.290
H -0.066 2.325 0.369
H 0.286 1.039 4.511
H 0.335 2.662 5.241
H -1.026 2.185 4.207
H 0.760 4.598 3.821
H -0.410 4.170 2.570
H 1.310 4.300 2.157
C 0.164 -2.267 0.927
C -0.588 -2.962 1.600
C -1.507 -3.431 2.576
C -2.890 -3.565 2.117
C -3.373 -2.755 1.091
C -4.682 -2.869 0.659
C -5.521 -3.814 1.224
C -5.034 -4.660 2.206
C -3.733 -4.539 2.654
C -1.026 -3.445 3.861
C -1.376 -1.491 5.274
C -0.100 -1.330 6.024
C 0.984 -2.110 5.933
C 1.220 -3.165 4.988
C 0.393 -3.637 4.030
H -2.711 -2.019 0.641
H -5.048 -2.218 -0.123
H -6.549 -3.891 0.901
H -5.675 -5.419 2.628
H -3.358 -5.197 3.420
H -2.174 -1.041 5.878
H -0.084 -0.513 6.737
H 1.821 -1.882 6.581
H 2.231 -3.553 5.004
H 0.842 -4.287 3.285
O -1.509 -0.648 -1.145
N -1.397 -1.854 -1.943
C -0.171 -2.543 -1.810
C -0.117 -3.908 -1.639
C -1.273 -4.669 -1.559
C -2.499 -3.995 -1.719
C -2.539 -2.653 -1.901
H 0.720 -1.961 -2.040
H 0.854 -4.379 -1.578
H -1.240 -5.732 -1.403
H -3.423 -4.551 -1.718
H -3.460 -2.109 -2.039
O 0.699 0.174 -2.703
P 0.520 0.083 -4.191
C 1.732 -0.972 -5.047
C 1.870 -0.837 -6.427
C 2.782 -1.616 -7.114
C 3.565 -2.535 -6.433
C 3.430 -2.674 -5.062
C 2.516 -1.897 -4.373
C 0.781 1.714 -4.970
C -0.264 2.494 -5.451
C -0.001 3.719 -6.040
C 1.305 4.169 -6.162
C 2.351 3.390 -5.691
C 2.091 2.171 -5.095
C -1.136 -0.518 -4.628
C -1.332 -1.571 -5.509
C -2.610 -2.063 -5.717
C -3.686 -1.506 -5.049
C -3.494 -0.436 -4.189
C -2.220 0.055 -3.972
H 1.264 -0.117 -6.958
H 2.883 -1.506 -8.183
H 4.278 -3.141 -6.971
H 4.034 -3.393 -4.528
H 2.400 -2.013 -3.305
H -1.280 2.134 -5.377
H -0.815 4.318 -6.418
H 1.508 5.121 -6.630
H 3.370 3.731 -5.806
H 2.903 1.552 -4.737
H -0.492 -2.009 -6.028
H -2.760 -2.889 -6.394
H -4.677 -1.911 -5.192
H -4.335 0.008 -3.679
H -2.052 0.866 -3.275
O -1.057 0.531 1.296
S -2.522 0.266 1.709
C -2.983 1.926 2.287
C -2.947 2.911 1.312
C -3.257 4.220 1.637
C -3.646 4.534 2.931
C -3.703 3.541 3.897
C -3.361 2.234 3.583
C -2.533 -0.599 3.296
C -3.820 -1.022 3.649
C -4.124 -2.119 4.479
C -3.295 -3.043 5.038
C -1.806 -3.006 5.073
C -1.361 -0.815 3.942
H -2.681 2.628 0.304
H -3.208 4.991 0.883
H -3.914 5.550 3.186
H -4.011 3.784 4.903
H -3.397 1.461 4.336
H -4.648 -0.529 3.156
H -5.185 -2.280 4.629
H -3.750 -3.819 5.637
H -1.455 -3.590 5.934
H -0.422 -0.667 3.425

## Properties
net charge: +1
orbital gap (alpha / beta): 4.977 / 4.549 eV
2S+1: 2
HOMO (alpha / beta): -6.9 / -6.9 eV
⟨S²⟩: 0.78


no.,energy (Ha)
1,-341.6567
2,-700.7678
3,-3033.5642
4,-3951.0047